# 1
C18H37N2O3OsP3 as an isolated structure, computed with ωB97M-V/def2-TZVPD.

```
64
Properties=species:S:1:pos:R:3
Os -0.37 1.02 -1.09
P 3.01 -1.08 -0.05
P -1.08 3.35 -1.02
P -2.00 -2.28 0.17
O 1.56 1.69 1.18
O 0.27 -1.21 2.96
O -2.56 0.73 1.00
N 0.14 -1.56 5.23
N -0.06 0.57 4.39
C -1.43 0.34 -3.30
C -0.55 1.41 -3.57
C 3.42 -1.18 1.73
C -2.57 -2.63 1.86
C 4.28 0.13 -0.59
C 0.84 1.25 -3.34
C 0.06 4.42 -1.94
C -0.91 -0.90 -2.87
C -1.07 -3.79 -0.26
C 0.83 1.38 0.29
C 3.65 -2.66 -0.69
C -1.70 0.76 0.19
C -3.58 -2.49 -0.75
C 0.16 -0.76 4.10
C 0.47 -1.05 -2.66
C 1.33 0.02 -2.90
C -2.74 3.47 -1.74
C -1.19 3.97 0.68
H 3.49 -0.16 2.13
H -1.93 3.39 1.24
H 3.80 -2.58 -1.78
H 4.40 0.92 0.16
H 2.41 -0.12 -2.78
H 0.33 -1.14 6.13
H -4.08 -1.51 -0.77
H -3.50 3.23 -0.98
H -3.39 -2.78 -1.79
H -0.60 -3.64 -1.24
H -1.46 5.03 0.73
H 5.25 -0.35 -0.80
H 2.89 -3.43 -0.53
H -0.12 5.49 -1.76
H 0.13 1.23 3.64
H 1.08 4.18 -1.63
H -0.03 4.21 -3.01
H 2.58 -1.66 2.25
H 4.58 -2.96 -0.20
H 4.36 -1.72 1.90
H -0.21 3.83 1.17
H 3.92 0.62 -1.50
H -4.25 -3.22 -0.27
H -0.93 2.33 -3.97
H -2.95 4.48 -2.12
H -3.21 -1.80 2.19
H -1.71 -2.64 2.55
H -2.82 2.75 -2.55
H 1.51 2.07 -3.54
H 0.50 -2.49 5.07
H -3.12 -3.58 1.93
H -1.59 -1.75 -2.71
H -2.50 0.46 -3.45
H 0.06 0.88 5.34
H -0.26 -3.91 0.47
H -1.70 -4.69 -0.28
H 0.86 -2.01 -2.32
```

## Properties
⟨S²⟩ = 6.042
Molecular weight = 612.657 u
Orbital gap (spin up / spin down) = 5.753 / 3.569 eV
2S+1 = 5
Energy above the lowest of the compared OMol25 structures with the same formula, charge and spin = 0.0 kJ/mol
LUMO energy (spin up / spin down) = -11.2162 / -16.9983 eV
Net charge = +4
HOMO (spin up / spin down) = -16.97 / -20.57 eV

Per-atom natural (NBO) charges, elementary charge units: 0.03, 1.34, 1.23, 1.35, -0.53, -0.55, -0.50, -0.42, -0.50, -0.17, -0.19, -0.98, -0.98, -0.96, -0.22, -0.97, -0.23, -0.97, 0.45, -0.97, 0.53, -0.97, 0.69, -0.20, -0.21, -0.97, -0.97, 0.27, 0.26, 0.28, 0.28, 0.25, 0.44, 0.27, 0.28, 0.27, 0.25, 0.30, 0.31, 0.26, 0.30, 0.45, 0.26, 0.26, 0.25, 0.31, 0.31, 0.25, 0.25, 0.31, 0.28, 0.29, 0.28, 0.25, 0.24, 0.28, 0.45, 0.31, 0.25, 0.27, 0.44, 0.26, 0.31, 0.25

=====

# 2
A 2-piece molecular cluster, H4O2 overall, computed with ωB97M-V/def2-TZVPD.

```
6
Properties=species:S:1:pos:R:3
O -2.21 -0.15 -0.20
O 1.38 0.16 0.00
H 1.70 0.58 0.65
H -1.32 0.15 -0.72
H -1.79 -0.65 0.55
H 2.23 -0.09 -0.27
```

## Properties
Molecular weight = 36.030 u
Orbital gap = 11.714 eV
2S+1 = 1
Energy above the lowest of the compared OMol25 structures with the same formula, charge and spin = 113.4 kJ/mol
LUMO energy = 0.6527 eV
Net charge = 0
HOMO = -11.06 eV
SMILES = O.O

Per-atom natural (NBO) charges, elementary charge units: -0.95, -0.90, 0.44, 0.48, 0.47, 0.46

=====

# 3
One molecule with the formula Cl2NO3P, computed with ωB97M-V/def2-TZVPD.

```
7
Properties=species:S:1:pos:R:3
Cl 1.49 -1.48 0.90
Cl 1.53 1.63 -0.29
P 0.45 0.25 0.63
O -1.34 -1.37 -0.69
O -1.04 0.51 -1.64
O -0.20 0.75 1.87
N -0.89 -0.28 -0.78
```

## Properties
⟨S²⟩ = 2.011
Molecular weight = 163.884 u
Orbital gap (spin up / spin down) = 6.630 / 6.917 eV
2S+1 = 3
Energy above the lowest of the compared OMol25 structures with the same formula, charge and spin = 0.0 kJ/mol
LUMO energy (spin up / spin down) = -0.8189 / -4.4744 eV
Net charge = 0
HOMO (spin up / spin down) = -7.45 / -11.39 eV

Per-atom natural (NBO) charges, elementary charge units: -0.19, -0.16, 1.62, -0.28, -0.28, -0.93, 0.22